ORCA calculation (wB97M-V/def2-TZVPD) on one molecule with the formula CH4N2O.

Computed properties:
gap between HOMO and LUMO = 8.611 eV
HOMO energy = -7.88 eV
ΔE to the lowest compared entry with this formula, charge and spin = 106.7 kcal/mol
energy = -6125.879 eV
structure (SMILES) = N/C=[NH+]/[O-]

Geometry as XYZ:
```
8
Properties=species:S:1:pos:R:3:forces:R:3
N -1.1879 0.3183 -0.4140 0.16 0.05 0.05
C 0.1745 0.3648 -0.2343 -0.78 0.66 0.60
N 0.8161 -0.4460 0.5238 0.66 -3.95 -0.81
O 2.1058 -0.7793 0.4089 2.08 1.58 0.01
H -1.6524 1.2111 -0.4614 -0.04 -0.04 -0.01
H -1.6911 -0.3749 0.1205 0.06 0.06 -0.04
H 0.7245 1.1949 -0.6587 0.12 -0.17 -0.17
H 0.7106 -1.4890 0.7153 -2.26 1.80 0.38
```
Positions in Å, forces in eV/Å.

=====

ORCA calculation (wB97M-V/def2-TZVPD) on a 2-piece molecular cluster, CH3N2O2S overall.

Computed properties:
gap between HOMO and LUMO (spin up / spin down) = 10.137 / 4.270 eV
HOMO energy (spin up / spin down) = -14.43 / -14.80 eV
ΔE to the lowest compared entry with this formula, charge and spin = 0.0 kcal/mol
energy = -18983.768 eV
net charge = +1
expectation value of S² = 2.009
2S+1 = 3

Geometry as XYZ:
```
9
Properties=species:S:1:pos:R:3:forces:R:3
C -2.0284 -0.2496 -0.3943 -0.49 0.48 -0.40
N -3.1202 0.0816 -0.7572 2.36 -0.50 -1.22
N 1.7928 -0.0889 0.8529 -2.14 -5.01 2.01
O 2.5958 0.4178 -1.4963 0.38 -3.06 -4.24
O -0.9107 -0.5200 -0.1962 0.89 -0.31 0.30
S 2.3618 0.9907 -0.2253 1.14 6.36 2.15
H -3.8919 0.2044 -0.2083 -2.49 0.37 1.43
H 1.7523 -1.1852 0.6776 0.13 2.57 0.71
H 1.4485 0.3491 1.7471 0.24 -0.90 -0.74
```
Positions in Å, forces in eV/Å.

=====

ORCA calculation (wB97M-V/def2-TZVPD) on C46H110BO22V as an isolated structure.

Computed properties:
gap between HOMO and LUMO (spin up / spin down) = 3.456 / 3.954 eV
HOMO energy (spin up / spin down) = -10.44 / -10.44 eV
energy = -120888.763 eV
net charge = +1
expectation value of S² = 0.867
2S+1 = 2

Geometry as XYZ:
```
180
Properties=species:S:1:pos:R:3:forces:R:3
O 0.3184 4.4363 2.1223 3.10 2.54 -2.26
V 1.3959 5.0653 1.1051 -3.27 -5.57 0.95
O -2.6193 -2.2067 -1.7894 4.53 2.51 1.79
C -1.5582 -1.6590 -1.3597 -3.70 -3.44 -1.64
O -1.4827 -0.6476 -0.5226 0.09 0.49 0.06
B -0.0856 -0.3131 -0.3196 -0.45 -1.06 0.27
O 0.7116 -1.2189 -1.1539 0.65 1.15 1.18
C -0.0763 -2.1252 -1.6700 -1.88 -0.31 -1.67
O 0.2210 -3.0181 -2.3994 0.16 -0.03 0.34
O 0.2962 -0.4029 1.1267 -1.02 -1.33 -1.16
C 0.9085 0.6550 1.4606 2.69 0.73 3.68
O 1.5160 0.8270 2.5227 -1.10 0.32 -2.11
C 0.8391 1.6446 0.3212 0.15 1.98 0.31
O 0.1653 1.1114 -0.6337 0.64 1.06 -0.55
O 1.3118 2.8006 0.3587 -0.46 -0.39 -0.53
C 5.2961 -1.5804 0.3955 0.05 -0.30 -0.10
C 3.8123 -1.5730 0.7996 1.87 -1.13 -0.46
O 3.5655 -2.9222 1.2265 0.03 1.24 0.39
C 2.2992 -3.0431 1.8665 0.47 -0.51 -1.00
C 2.0189 -4.5045 2.1095 -0.13 -0.36 0.70
H 5.9396 -1.9339 1.2011 -0.24 -0.04 0.22
H 5.4354 -2.2868 -0.4229 0.02 0.08 -0.10
H 5.7084 -0.6153 0.1008 -0.30 0.21 -0.16
H 3.7067 -0.8066 1.5675 -0.65 -0.14 0.35
H 3.2259 -1.3705 -0.0966 -0.44 0.29 0.10
H 2.2738 -2.4202 2.7607 -0.13 -0.01 0.22
H 1.5670 -2.6783 1.1462 -0.39 0.22 0.12
H 2.2639 -5.1486 1.2650 -0.31 0.37 -0.33
H 0.9647 -4.5855 2.3746 -0.13 -0.29 -0.19
H 2.5632 -4.9661 2.9333 0.22 0.42 0.23
C -2.2321 1.0248 -6.6220 0.18 -0.14 0.50
C -1.3409 0.5612 -5.4087 -1.55 0.23 -0.78
O -0.1671 0.0051 -5.8965 0.51 0.12 -1.35
C 0.9268 -0.1288 -5.0208 -1.68 -0.14 0.50
C 2.0121 -0.9693 -5.6602 -0.40 0.23 0.29
H -2.5699 0.2301 -7.2872 0.27 -0.36 0.30
H -3.1441 1.5323 -6.3076 -0.01 -0.09 0.45
H -1.7393 1.7450 -7.2752 0.47 -0.02 0.24
H -1.2512 1.3921 -4.7088 0.83 0.66 -0.11
H -1.8529 -0.1510 -4.7616 -0.37 -0.56 -0.24
H 1.1561 0.8733 -4.6584 0.86 0.34 -0.21
H 0.5034 -0.6045 -4.1362 0.40 -0.51 0.49
H 2.9183 -0.8341 -5.0697 0.23 -0.17 -0.35
H 2.1366 -0.7138 -6.7125 0.25 0.29 0.13
H 1.7282 -2.0215 -5.6400 0.01 0.04 0.15
C -1.0467 -2.3601 3.8434 1.32 -0.66 0.37
C -1.9955 -2.3512 2.7086 -0.79 0.21 0.23
O -3.1719 -3.0734 3.0271 0.72 0.74 0.30
C -4.3065 -2.6443 2.3084 0.17 -1.43 -0.17
C -5.4199 -3.5126 2.8392 -0.14 0.03 -0.39
H -0.1907 -1.7717 3.5129 0.17 0.28 0.28
H -1.4083 -2.0110 4.8106 -0.26 0.17 -0.23
H -0.6457 -3.3640 3.9831 -0.09 -0.16 0.20
H -2.2246 -1.3045 2.5087 -0.36 0.18 -0.36
H -1.4924 -2.7658 1.8350 -0.09 -0.11 -0.37
H -4.5103 -1.5788 2.4141 0.10 0.24 0.12
H -4.1233 -2.8905 1.2625 -0.17 0.33 -0.41
H -5.5380 -3.3080 3.9033 -0.40 -0.04 -0.09
H -5.1552 -4.5625 2.7137 0.16 0.02 0.10
H -6.3202 -3.3699 2.2415 -0.25 0.22 0.37
C 1.3932 -7.0460 -0.9780 0.18 -0.24 0.24
C 0.3305 -5.9673 -1.0770 1.47 -0.63 -0.87
O -0.7784 -6.4104 -0.3611 -1.12 0.98 -0.59
C -1.8757 -5.4670 -0.4069 0.23 -0.83 2.30
C -2.9335 -6.0634 0.5486 -0.41 -0.28 -0.88
H 2.3182 -6.8350 -1.5147 0.03 0.56 0.14
H 1.6155 -7.2428 0.0708 0.12 -0.25 -0.04
H 1.0442 -7.9509 -1.4754 -0.30 -0.15 0.34
H 0.7039 -4.9970 -0.7495 -0.06 0.17 0.39
H 0.2065 -5.8761 -2.1561 -0.93 0.35 -0.23
H -1.5625 -4.5240 0.0412 0.42 0.34 -0.10
H -2.2517 -5.2303 -1.4022 0.04 -0.40 -0.13
H -3.7495 -5.3719 0.7586 -0.08 0.09 -0.32
H -2.6135 -6.4187 1.5282 0.78 0.35 -0.15
H -3.3245 -6.9566 0.0615 -0.34 0.02 -0.02
C -3.4040 1.5063 -2.6492 -0.10 -0.36 0.75
C -4.3739 1.2395 -1.4750 0.43 -0.17 -1.54
O -5.5457 0.6571 -2.0445 0.67 1.01 0.33
C -6.3232 -0.0923 -1.1260 1.13 -0.66 -0.35
C -5.8028 -1.5325 -1.0722 -0.67 -0.52 -0.44
H -3.2383 0.5456 -3.1368 0.00 0.15 -0.22
H -3.7365 2.2569 -3.3663 -0.37 -0.14 0.00
H -2.4450 1.8540 -2.2651 0.19 -0.05 0.18
H -3.8790 0.5408 -0.8005 -0.05 -0.17 0.15
H -4.5457 2.1736 -0.9401 -0.53 0.10 0.23
H -6.1957 0.3105 -0.1212 -0.51 0.39 0.14
H -7.3357 0.0074 -1.5171 -0.11 -0.31 0.46
H -6.5327 -2.1590 -0.5595 0.09 -0.03 0.43
H -4.8084 -1.6710 -0.6478 -0.15 0.38 0.29
H -5.7215 -1.9998 -2.0536 -0.11 0.36 -0.30
C -2.5943 1.8322 1.8028 -0.40 -0.79 0.35
C -3.9844 2.0244 2.4618 1.61 0.48 1.46
C -3.9413 2.1150 4.0447 -0.07 -0.72 -0.93
O -4.4901 3.2276 1.9483 -0.52 0.35 -0.27
H -2.1580 0.9036 2.1707 0.09 -0.10 0.11
H -1.8680 2.6197 2.0037 -0.28 0.33 0.31
H -2.6499 1.7037 0.7218 -0.35 0.11 -0.08
H -4.6517 1.1943 2.2298 0.08 -0.23 -0.30
H -3.2949 2.8773 4.4797 0.22 0.00 -0.42
H -3.6738 1.1349 4.4396 0.29 -0.04 0.08
H -4.9358 2.2919 4.4543 -0.24 0.12 -0.26
H -5.3375 3.3157 2.3906 -0.29 0.50 -0.17
C -2.6454 5.4335 -1.0496 0.54 0.03 0.17
C -1.2818 4.7266 -0.9460 -2.34 -2.29 -2.02
C -0.7259 4.3292 -2.3191 -0.07 -0.13 0.27
O -0.3956 5.5478 -0.2848 2.39 1.85 1.98
H -3.3960 4.7844 -1.5008 0.03 -0.10 0.30
H -2.6157 6.3244 -1.6769 0.29 0.15 -0.20
H -2.9267 5.7581 -0.0478 -0.37 -0.22 -0.01
H -1.4599 3.8356 -0.3438 0.29 -0.06 0.14
H 0.1444 3.6761 -2.2545 0.01 -0.08 0.24
H -0.4137 5.2118 -2.8774 -0.23 0.15 -0.11
H -1.4921 3.7911 -2.8772 0.04 0.12 -0.07
H -0.6065 6.4131 -0.6431 0.39 0.62 0.21
C 4.3421 2.3382 -4.7783 0.04 0.49 1.47
C 3.5132 2.3900 -3.4245 0.78 -2.19 -0.88
C 3.5039 1.0283 -2.5957 -0.34 1.52 -1.31
O 3.9158 3.4099 -2.5120 -0.44 0.93 -0.08
H 5.3863 2.0907 -4.5876 0.04 -0.39 0.07
H 4.3944 3.3168 -5.2555 -0.37 0.15 0.07
H 3.9175 1.6412 -5.5008 -0.06 -0.11 0.28
H 2.5036 2.6171 -3.7667 -0.17 0.17 0.53
H 2.7568 1.1776 -1.8161 0.02 -0.33 0.06
H 4.4731 0.8195 -2.1430 0.08 0.07 -0.10
H 3.2193 0.2077 -3.2543 -0.03 -0.05 0.26
H 4.8658 3.4029 -2.3741 0.17 -0.20 -0.13
C -1.1057 -5.6283 -4.9740 0.74 1.10 0.88
C -2.5553 -5.4606 -4.4899 2.14 -0.14 -0.41
C -3.0352 -4.0277 -4.6772 -0.47 -0.27 -0.17
O -3.2439 -6.4204 -5.2264 -2.08 -0.35 -1.00
H -0.9486 -5.5310 -6.0483 -0.65 -0.14 -0.13
H -0.6692 -6.5736 -4.6515 -0.05 -0.11 0.04
H -0.5042 -4.8199 -4.5586 0.31 -0.07 0.32
H -2.6518 -5.7854 -3.4539 0.31 0.54 0.41
H -3.9917 -3.9026 -4.1697 -0.10 0.18 -0.21
H -3.1187 -3.7629 -5.7313 -0.29 -0.31 -0.16
H -2.3526 -3.2741 -4.2846 0.18 -0.41 0.43
H -2.8401 -7.2724 -5.0456 -0.03 -0.01 -0.02
C 4.0273 -0.4931 7.8285 0.92 -0.55 -0.52
C 3.8428 0.4155 6.6394 -1.14 0.03 -0.20
C 3.0956 -0.2432 5.4739 0.60 -0.35 0.32
O 2.9928 1.5055 7.0565 -0.04 0.29 -0.45
H 4.7537 -1.2619 7.5652 0.16 -0.11 0.04
H 3.1245 -1.0356 8.1093 -0.14 0.44 0.16
H 4.4783 0.0823 8.6369 -0.26 -0.15 0.30
H 4.7960 0.8199 6.2989 0.18 0.04 0.03
H 2.2750 -0.8226 5.8971 -0.40 0.31 -0.23
H 3.7050 -0.9832 4.9551 0.34 -0.02 0.12
H 2.7908 0.4666 4.7049 -0.31 0.06 0.28
H 3.3280 1.8738 7.8772 0.10 0.00 0.14
C 5.4913 4.7551 2.1799 -0.05 -0.61 -0.97
C 4.3891 4.0382 1.3812 2.55 -0.74 -0.16
C 4.6505 2.5180 1.2680 0.20 0.59 -0.39
O 3.2179 4.2846 2.1182 -2.53 1.16 -1.03
H 6.3776 4.4990 1.5994 0.48 0.62 0.49
H 5.5880 4.3859 3.2009 0.04 -0.35 -0.02
H 5.2909 5.8233 2.2620 0.23 0.03 -0.32
H 4.3724 4.4609 0.3766 -0.61 0.24 0.15
H 4.3532 2.0419 2.2024 0.13 -0.31 -0.09
H 5.7038 2.3483 1.0445 0.21 0.09 0.52
H 4.1896 2.0314 0.4084 -0.71 0.18 0.22
H 3.4512 3.9050 2.9685 -1.00 -0.03 0.76
C 3.7109 6.6792 -2.0361 0.03 0.83 -0.12
C 2.2812 6.2484 -1.7905 1.22 0.62 -1.20
O 2.3388 5.0919 -0.9888 -1.42 0.28 2.36
H 4.2536 6.6479 -1.0913 0.22 -0.01 -0.07
H 3.7346 7.7079 -2.3959 0.07 0.04 -0.05
H 4.1902 6.0593 -2.7938 0.02 -0.10 0.24
H 1.8560 6.0165 -2.7670 -0.56 0.00 0.21
H 1.7195 7.0442 -1.3013 -0.18 -0.18 0.15
H 2.7153 4.3840 -1.5168 0.69 -1.18 -0.34
C -0.3113 2.1862 4.9776 -0.29 -0.11 -0.92
C -0.4975 1.1100 6.0273 0.86 1.36 1.03
O 0.0860 1.5669 7.2907 -1.23 -0.75 -0.76
H -0.7440 1.7907 4.0587 0.00 0.04 -0.31
H 0.7281 2.4190 4.7465 0.19 -0.25 0.24
H -0.8116 3.1385 5.1532 -0.15 -0.11 0.51
H -0.0670 0.1802 5.6556 0.22 -0.11 0.23
H -1.5602 0.9321 6.1921 0.05 0.05 0.23
H 1.0399 1.4619 7.2636 0.39 -0.11 -0.30
```
Positions in Å, forces in eV/Å.

=====

Question: Which value of energy does entry 1 give?
Answer: -6125.879 eV

=====

Question: The lowest energy belongs to which entry?
Answer: C46H110BO22V